1.
Molecular formula: Cl4FO16Sr
Method: DFT, ωB97M-V/def2-TZVPD

Results
E_tot	-86366.07126	eV
HOMO-LUMO gap	2.016	eV
LUMO level	0.03620	Ha
net charge	-3

```
22
Properties=species:S:1:pos:R:3:forces:R:3
Sr -1.295 -1.130 -2.628 -0.39 -0.51 1.75
F -4.467 -4.137 -1.822 0.69 0.61 -0.57
Cl -5.764 2.432 0.679 0.15 1.30 -0.20
O -7.108 2.192 0.270 -1.99 1.96 -3.07
O -5.788 1.605 1.803 2.60 -0.82 4.02
O -4.815 1.861 -0.290 -0.31 1.49 0.17
O -5.485 3.932 0.999 -0.53 -3.93 -1.17
Cl 1.493 3.703 0.449 0.85 0.64 3.09
O 2.449 2.858 1.136 0.15 -0.46 -1.28
O 0.564 4.080 1.502 -0.11 0.90 -0.94
O 2.214 4.828 -0.128 -0.47 0.10 0.12
O 0.762 3.064 -0.593 -0.42 -1.16 -1.27
Cl 0.429 -2.553 2.720 -7.66 -3.61 -6.28
O 0.036 -2.564 4.010 1.01 2.24 8.28
O 1.729 -2.392 2.338 4.76 0.61 0.20
O -0.221 -3.744 2.264 2.19 -6.01 -1.10
O -0.452 -1.754 1.955 -0.37 6.69 -1.50
Cl 5.102 -2.369 -2.977 1.34 -9.32 4.42
O 3.737 -1.965 -2.958 -1.04 0.56 -0.62
O 5.389 -3.525 -3.852 -1.39 1.68 -2.08
O 5.986 -1.354 -3.184 2.48 4.68 -1.65
O 5.506 -3.067 -1.695 -1.55 2.37 -0.34
```
Positions in Å, forces in eV/Å.

Atom charges from the Mulliken analysis, given in e for atoms 1 to 8:
1 Sr 1.84
2 F -0.86
3 Cl 1.50
4 O -0.64
5 O -0.60
6 O -0.62
7 O -0.64
8 Cl 1.58

---

2.
Molecular formula: HO3P2S2
Method: DFT, ωB97M-V/def2-TZVPD

Results
E_tot	-46408.94055	eV
HOMO-LUMO gap	6.925	eV
LUMO level	0.12384	Ha
net charge	-1

```
8
Properties=species:S:1:pos:R:3:forces:R:3
O 1.067 -0.699 -2.324 1.13 -1.06 -1.39
O -1.201 1.664 0.856 -0.20 -0.18 0.27
O 1.354 -0.202 1.567 0.36 0.64 0.02
P 0.461 0.065 -1.233 -1.45 0.35 1.12
P 0.173 -1.050 0.826 -0.67 -0.85 -1.08
S -1.824 -0.419 -1.351 0.44 0.59 1.78
S -1.650 0.238 0.812 0.07 0.11 -1.41
H 1.620 0.403 0.846 0.32 0.41 0.69
```
Positions in Å, forces in eV/Å.

For each atom in turn, the Mulliken charge in e is:
1 O -0.59
2 O -0.53
3 O -0.40
4 P 0.22
5 P 0.11
6 S -0.37
7 S 0.25
8 H 0.30

---

3.
Molecular formula: C2H6ClN2O
Method: DFT, ωB97M-V/def2-TZVPD

Results
E_tot	-19707.86151	eV
HOMO-LUMO gap (alpha / beta)	3.875 / 4.039	eV
LUMO level (alpha / beta)	-0.30198 / -0.29919	Ha
net charge	+1

```
12
Properties=species:S:1:pos:R:3:forces:R:3
C 0.409 0.945 0.383 -0.71 -1.05 0.88
C -2.895 -1.040 0.063 0.78 -1.42 -0.87
N 0.909 -0.268 0.199 2.04 1.76 -1.65
N 1.072 1.976 -0.130 1.84 -2.14 -1.71
O 1.917 -0.491 -0.798 0.81 0.09 -0.98
Cl -3.425 0.466 -0.243 0.42 -1.63 0.41
H -3.258 -2.003 -0.558 0.41 2.51 1.36
H -2.028 -1.234 0.796 -1.48 0.78 -0.84
H 0.710 -1.219 0.370 -1.37 -0.28 1.14
H 0.689 2.863 -0.001 -0.47 1.38 0.17
H 1.884 1.889 -0.827 -1.71 0.17 1.43
H 2.786 -0.093 -0.604 -0.56 -0.18 0.67
```
Positions in Å, forces in eV/Å.

Atom charges from the Mulliken analysis, given in e for atoms 1 to 8:
1 C -0.23
2 C 0.05
3 N 0.09
4 N -0.25
5 O -0.54
6 Cl 0.26
7 H 0.33
8 H 0.30

---

4.
Molecular formula: C25H32BO4Ti
Method: DFT, ωB97M-V/def2-TZVPD

Results
E_tot	-58421.36439	eV
spin multiplicity	3
expectation value of S²	2.0318
HOMO-LUMO gap (alpha / beta)	2.986 / 3.958	eV
LUMO level (alpha / beta)	0.08743 / 0.08704	Ha
net charge	-1

```
63
Properties=species:S:1:pos:R:3:forces:R:3
O -1.282 -3.279 -2.079 0.60 -3.41 -0.76
C -0.277 -4.258 -1.653 1.63 -0.36 1.49
C -0.682 -5.484 -2.432 0.21 1.09 0.39
H -0.385 -4.479 -0.574 -0.06 0.14 -1.02
H 0.748 -3.981 -1.937 -0.58 0.22 0.57
C -1.776 -4.472 -2.791 -2.00 -1.08 -1.95
H -0.936 -6.314 -1.760 -0.08 0.11 -0.66
H 0.078 -5.704 -3.194 -0.69 -0.28 0.07
C -3.113 -4.967 -2.255 -0.28 0.50 -0.08
H -3.061 -5.172 -1.178 0.09 -0.03 -0.26
H -3.415 -5.877 -2.796 0.15 0.21 0.22
H -3.884 -4.209 -2.401 -0.04 0.02 -0.01
C -1.776 -4.224 -4.287 -0.45 0.46 0.01
H -0.779 -3.897 -4.602 -0.16 -0.12 0.00
H -2.482 -3.419 -4.521 0.09 -0.11 -0.11
H -2.062 -5.141 -4.824 0.11 0.26 0.13
Ti -0.979 1.403 -1.003 1.50 0.43 1.68
C 0.223 3.388 -1.096 -0.24 -0.09 0.22
C 1.334 2.942 -0.183 0.15 0.69 0.73
C 1.452 1.524 -0.606 -0.83 -0.66 0.30
H 2.267 3.458 -0.483 0.96 0.70 -0.33
C 1.082 1.455 -1.972 -0.55 0.57 -0.95
C 0.293 2.636 -2.281 1.11 -0.72 -1.84
H -0.266 2.786 -3.221 0.65 0.08 0.58
H -0.220 4.368 -0.985 -0.16 -0.05 -0.22
H 2.066 0.816 -0.056 0.00 0.06 -0.25
H 1.373 0.669 -2.666 -0.29 0.21 0.00
C -1.459 2.712 0.732 -0.93 -0.18 0.57
C -2.563 2.633 -0.190 -0.65 -0.43 1.05
C -3.119 1.304 -0.050 0.20 0.12 0.52
H -2.857 3.394 -0.912 -0.14 -0.18 0.45
C -2.322 0.590 0.911 -0.54 0.68 -0.66
C -1.264 1.433 1.334 -0.91 0.83 0.01
H -0.510 1.194 2.078 -0.13 -0.01 -0.25
H -0.979 3.609 1.091 0.07 -0.10 -0.45
H -4.037 0.944 -0.502 0.30 0.02 -0.03
H -2.537 -0.384 1.346 0.21 0.10 -0.55
O -0.089 -1.291 0.965 0.71 -0.19 -0.93
C -0.156 -1.284 -0.515 -0.62 1.69 -0.16
C 1.168 -1.831 -1.019 -0.75 -0.36 1.51
H -0.321 -0.268 -1.054 0.79 -2.43 1.13
H -1.005 -1.893 -0.788 0.08 0.16 0.05
C 1.299 -2.901 0.103 0.19 0.13 0.09
H 1.915 -1.058 -0.946 0.43 0.14 0.27
H 1.141 -2.113 -2.049 -0.24 -0.45 -0.52
C 1.125 -2.008 1.302 0.39 1.23 -0.78
H 2.123 -3.614 0.051 0.34 0.31 0.19
H 0.378 -3.482 0.146 0.89 0.47 0.17
H 1.945 -1.282 1.321 0.06 0.02 0.43
H 1.049 -2.498 2.261 -0.37 -0.13 0.24
O 0.900 4.550 1.875 0.38 -0.17 0.59
B 1.469 3.384 1.295 -0.61 -0.30 -0.27
O 2.312 2.746 2.230 -0.19 0.41 0.30
C 2.290 3.541 3.348 0.13 0.39 0.14
C 3.079 3.438 4.485 -0.44 0.44 -0.22
C 2.966 4.466 5.440 -0.08 -0.37 0.04
C 2.035 5.494 5.285 0.00 0.10 -0.08
C 1.252 5.606 4.121 0.02 -0.55 -0.20
C 1.412 4.621 3.150 0.58 0.01 0.04
H 3.747 2.597 4.607 0.14 0.06 0.01
H 3.616 4.442 6.324 -0.41 -0.01 -0.32
H 1.913 6.229 6.087 0.11 -0.20 -0.38
H 0.541 6.414 3.974 0.17 -0.08 0.04
```
Positions in Å, forces in eV/Å.

Atom charges from the Mulliken analysis, given in e for atoms 1 to 8:
1 O -0.39
2 C -0.16
3 C -1.03
4 H 0.31
5 H 0.42
6 C 1.62
7 H 0.34
8 H 0.30

---

5.
Molecular formula: C15H18IMnN5O4STe
Method: DFT, ωB97M-V/def2-TZVPD

Results
E_tot	-89033.87393	eV
spin multiplicity	5
expectation value of S²	6.0484
HOMO-LUMO gap (alpha / beta)	6.873 / 7.721	eV
LUMO level (alpha / beta)	-0.15424 / -0.14386	Ha
net charge	+1

```
46
Properties=species:S:1:pos:R:3:forces:R:3
Mn 0.650 -0.530 -0.769 -1.38 0.06 0.78
O 3.827 -2.725 -0.036 -0.39 0.34 -0.05
C 3.020 -1.849 -0.213 1.61 0.43 0.39
O 1.781 -1.981 -0.571 -1.01 -1.03 -0.34
C 3.347 -0.361 -0.014 0.00 -0.25 0.01
C 4.555 0.251 0.284 -0.32 -0.05 0.02
C 4.574 1.638 0.405 -0.16 -0.11 -0.08
C 3.411 2.381 0.221 -0.32 -0.26 0.02
C 2.245 1.694 -0.076 -0.22 0.12 -0.09
N 2.242 0.366 -0.177 1.32 0.70 -0.11
C 0.851 2.246 -0.360 0.61 0.83 0.29
O 0.558 3.409 -0.249 0.18 -0.34 0.02
O 0.039 1.292 -0.734 -0.77 -0.58 -0.13
H 5.443 -0.345 0.416 0.05 -0.11 0.00
H 5.499 2.146 0.634 0.09 0.02 0.02
H 3.392 3.455 0.303 -0.02 0.11 -0.01
C -1.049 1.043 -3.822 0.27 -0.15 0.14
Te 0.687 -0.220 -3.565 -0.64 -0.02 -0.87
C -0.305 -1.941 -4.403 0.16 0.10 0.28
H -1.227 1.173 -4.887 0.09 -0.07 0.02
H -0.848 2.006 -3.362 0.08 0.00 0.03
H -1.911 0.583 -3.346 0.08 -0.11 0.04
H -1.055 -2.305 -3.706 -0.01 0.10 0.01
H 0.435 -2.714 -4.578 0.11 -0.02 -0.01
H -0.761 -1.653 -5.346 0.04 0.11 0.01
S -1.543 -1.758 -0.817 0.56 -0.16 -0.29
C -2.620 -0.819 0.097 0.24 0.27 -0.15
N -2.542 0.493 0.290 -0.03 -0.11 -0.08
C -3.642 0.992 1.098 -0.23 0.30 0.13
C -4.438 -0.294 1.422 -0.38 0.13 0.31
N -3.695 -1.317 0.702 0.02 0.04 -0.01
H -1.822 1.079 -0.127 -0.04 -0.23 0.02
H -4.233 1.723 0.538 0.06 -0.14 0.09
H -3.265 1.477 2.001 -0.07 -0.04 -0.04
H -5.473 -0.249 1.069 0.19 0.04 0.09
H -4.439 -0.508 2.496 -0.04 0.05 -0.21
H -3.954 -2.289 0.677 0.18 0.04 -0.05
I -0.610 0.887 5.579 0.17 -0.23 -0.42
C -0.013 -0.102 3.843 -0.08 0.01 0.60
C 0.607 -1.332 3.749 -0.20 0.35 0.14
N 0.751 -1.587 2.440 0.04 0.01 -0.04
N 0.264 -0.598 1.686 0.07 0.14 -0.75
C -0.202 0.318 2.522 0.24 -0.42 0.25
H 0.941 -2.009 4.507 0.07 -0.19 0.17
H 1.165 -2.403 2.005 -0.13 0.16 0.00
H -0.631 1.235 2.172 -0.09 0.18 -0.15
```
Positions in Å, forces in eV/Å.

Atom charges from the Mulliken analysis, given in e for atoms 1 to 8:
1 Mn 0.27
2 O -0.60
3 C 0.24
4 O -0.68
5 C 0.65
6 C -0.71
7 C -0.24
8 C -0.79

---

6.
Molecular formula: C2H3NO2
Method: DFT, ωB97M-V/def2-TZVPD

Results
E_tot	-7705.64652	eV
HOMO-LUMO gap	10.207	eV
LUMO level	0.01089	Ha
net charge	0

```
8
Properties=species:S:1:pos:R:3:forces:R:3
H -2.706 -0.744 0.057 1.95 1.75 -0.14
N -2.015 0.084 -0.082 -4.37 -0.97 -0.25
C -0.822 -0.216 -0.020 0.29 1.22 0.01
O 0.040 0.779 -0.234 4.75 0.49 0.34
C 1.717 0.463 -0.041 -3.85 0.09 -0.12
O 2.051 -0.650 -0.015 0.45 0.36 0.01
H -0.522 -1.156 0.262 1.59 -2.25 0.43
H 2.257 1.439 0.074 -0.82 -0.69 -0.28
```
Positions in Å, forces in eV/Å.

For each atom in turn, the Mulliken charge in e is:
1 H 0.25
2 N -0.55
3 C 0.18
4 O -0.49
5 C 0.27
6 O -0.32
7 H 0.33
8 H 0.34